Record 1
11
Properties=species:S:1:pos:R:3:mulliken_charge:R:1 method="wB97M-V/def2-TZVPD" lumo_energy_ha="-0.2426 / -0.2426" smiles=OP1#[N+]OCC1 charge=+1 de_lowest_kj_mol=418.6 total_energy_ha=-625.37049 gap_ha="0.30159 / 0.30154"
P 1.202 -0.075 0.347 0.435
O 2.365 0.925 -0.135 -0.357
O -0.698 -1.666 -0.009 0.035
N 0.480 -1.684 -0.178 0.064
C -1.396 -0.407 0.191 -0.441
C -0.468 0.754 -0.214 -0.615
H -2.440 -0.454 -0.070 0.356
H 3.229 0.608 -0.054 0.364
H -0.426 0.808 -1.292 0.323
H -1.375 -0.505 1.255 0.382
H -0.473 1.698 0.158 0.452

Record 2
44
Properties=species:S:1:pos:R:3:mulliken_charge:R:1 method="wB97M-V/def2-TZVPD" lumo_energy_ha="-0.1489 / -0.1490" charge=+1 de_lowest_kj_mol=6.4 total_energy_ha=-1823.04803 gap_ha="0.30889 / 0.30882"
Pd 0.762 -0.312 -0.614 0.785
F 2.363 -2.253 -1.748 -0.250
F 4.771 -1.372 -0.957 -0.248
F 2.607 -2.165 0.423 -0.289
F 3.668 0.219 -1.921 -0.196
F 3.883 0.205 0.231 -0.260
O -0.907 -2.261 6.893 -0.363
O 1.008 -0.081 -2.648 -0.527
O -2.522 -2.986 1.501 -0.452
O 0.710 -0.602 6.911 -0.391
O -1.666 -1.972 -0.360 -0.363
N 0.628 -0.684 1.432 0.408
N -0.875 0.762 -3.560 0.000
N -0.963 1.021 -0.513 0.169
C -0.294 -1.465 1.920 0.479
C 0.394 -1.337 3.745 -0.483
C 3.708 -0.578 -0.854 0.553
C -1.786 0.128 -2.614 -1.449
C -1.930 -2.374 0.705 0.828
C -1.061 1.842 0.539 -0.282
C -0.109 -1.424 6.918 0.796
C 2.413 -1.403 -0.701 0.500
C -3.136 1.715 -1.195 -0.854
C 0.447 0.583 -3.534 0.596
C -0.603 -1.973 3.234 -0.406
C 1.563 -0.162 2.257 -0.592
C -1.982 0.975 -1.384 1.045
C 1.264 1.195 -4.630 -1.334
C -2.173 2.623 0.788 -0.881
C -3.239 2.546 -0.091 -0.322
C 1.462 -0.508 3.592 -0.947
H 1.544 2.207 -4.332 0.292
H -2.198 3.267 1.654 0.439
H 0.722 1.243 -5.572 0.425
H -1.445 -2.629 3.385 0.680
H 2.126 -0.179 4.375 0.497
H -3.943 1.640 -1.910 0.438
H 2.175 0.615 -4.750 0.334
H -1.383 -0.846 -2.337 0.372
H -2.736 -0.031 -3.119 0.552
H -0.209 1.868 1.206 0.485
H -4.134 3.131 0.074 0.429
H -1.259 1.336 -4.292 0.249
H 2.336 0.475 1.851 0.539